Run w
A single C3H2N2O2 molecule, computed with ωB97M-V/def2-TZVPD.

Calculated values
SMILES ... [H]/N=C(/C#N)OC=O
Multiplicity ... 1
Lowest unoccupied orbital energy ... -0.146 eV
HOMO-LUMO gap ... 10.55 eV

Element x y z (Å)
H 1.82782 1.10510 0.79877
N 1.40678 1.13263 -0.11257
C 0.41789 0.36313 -0.27844
C 0.41854 0.05401 -1.72420
N 1.31154 0.32038 -2.42236
O -0.15696 -0.28795 0.78616
C -1.43308 -0.76329 0.91862
O -2.31226 -0.66085 0.12337
H -1.49059 -1.24762 1.90789

Okay, here come the Mulliken numbers, in e, for every atom: atom 1 (H): 0.26, atom 2 (N): -0.54, atom 3 (C): 0.66, atom 4 (C): 0.09, atom 5 (N): -0.31, atom 6 (O): -0.28, atom 7 (C): 0.19, atom 8 (O): -0.42, atom 9 (H): 0.34

Run x
A molecular structure, C3H2N2O2, computed with ωB97M-V/def2-TZVPD.

Calculated values
Multiplicity ... 1
Lowest unoccupied orbital energy (spin up / spin down) ... -1.367 / -1.367 eV
HOMO-LUMO gap (spin up / spin down) ... 7.98 / 7.98 eV

Element x y z (Å)
C -0.51944 -0.59541 -0.07020
C -0.25724 0.81710 0.19144
C -2.87303 -0.50503 0.01972
N -1.76386 -1.05349 -0.17372
N -1.23994 1.65901 -0.01625
O -4.03267 -0.52738 0.19067
O -2.46696 1.30653 -0.19257
H 0.32030 -1.36875 -0.41283
H 0.75921 1.34313 0.33890

Okay, here come the Mulliken numbers, in e, for every atom: atom 1 (C): 0.15, atom 2 (C): -0.24, atom 3 (C): 0.75, atom 4 (N): -0.47, atom 5 (N): -0.13, atom 6 (O): -0.38, atom 7 (O): -0.31, atom 8 (H): 0.32, atom 9 (H): 0.31

Run y
A molecular structure, C3H2N2O2, computed with ωB97M-V/def2-TZVPD.

Calculated values
Multiplicity ... 1
Lowest unoccupied orbital energy ... 0.594 eV
HOMO-LUMO gap ... 11.07 eV

Element x y z (Å)
C 1.24503 0.42876 0.02330
C -0.29348 -0.86289 -0.01448
C -0.27782 0.52258 -0.04871
H 1.65331 0.72754 0.98975
H 1.82881 0.78780 -0.85733
N -1.48599 -1.35563 -0.00393
N -1.48565 0.99654 -0.04362
O 1.04977 -1.05573 -0.04887
O -2.23397 -0.18897 0.00389

Okay, here come the Mulliken numbers, in e, for every atom: atom 1 (C): -0.15, atom 2 (C): 0.57, atom 3 (C): 0.33, atom 4 (H): 0.22, atom 5 (H): 0.23, atom 6 (N): -0.39, atom 7 (N): -0.37, atom 8 (O): -0.38, atom 9 (O): -0.05

Run z
A single C3H2N2O2 molecule, computed with ωB97M-V/def2-TZVPD.

Calculated values
SMILES ... [H]/N=C(/C#N)OC=O
Multiplicity ... 1
Lowest unoccupied orbital energy ... -0.080 eV
HOMO-LUMO gap ... 11.53 eV

Element x y z (Å)
H 1.97134 1.90050 0.16437
N 1.69574 1.26114 -0.58172
C 0.70109 0.53419 -0.33180
C 0.14439 -0.42955 -1.27352
N -0.60420 -1.24346 -1.61355
O -0.10245 0.49408 0.78209
C -1.03801 -0.57816 0.90264
O -2.20059 -0.36938 0.96696
H -0.56731 -1.56936 0.98453

Okay, here come the Mulliken numbers, in e, for every atom: atom 1 (H): 0.28, atom 2 (N): -0.59, atom 3 (C): 0.48, atom 4 (C): 0.39, atom 5 (N): -0.39, atom 6 (O): -0.32, atom 7 (C): 0.07, atom 8 (O): -0.38, atom 9 (H): 0.46

In terms of stability, run z leads; the second structure lies 1.363 eV higher.

Run w
A single CH3NO2 molecule, computed with ωB97M-V/def2-TZVPD.

Calculated values
SMILES ... O[C@@H]1NO1
Multiplicity ... 1
Lowest unoccupied orbital energy ... 0.656 eV
HOMO-LUMO gap ... 10.16 eV

Element x y z (Å)
O 0.92533 0.34312 -0.03547
C -0.24848 -0.26203 0.20369
N -1.31631 0.03610 -0.68270
O -1.26838 0.54151 0.65904
H 1.63122 -0.22420 0.25627
H -0.09552 -1.25594 0.44584
H -1.20380 0.92488 -1.16170

Okay, here come the Mulliken numbers, in e, for every atom: atom 1 (O): -0.50, atom 2 (C): 0.42, atom 3 (N): -0.53, atom 4 (O): -0.34, atom 5 (H): 0.33, atom 6 (H): 0.35, atom 7 (H): 0.27

Run x
A single CH3NO2 molecule, computed with ωB97M-V/def2-TZVPD.

Calculated values
SMILES ... O[C@@H]1NO1
Multiplicity ... 1
Lowest unoccupied orbital energy ... 0.820 eV
HOMO-LUMO gap ... 11.17 eV

Element x y z (Å)
O 1.42530 0.37945 -0.01966
C -0.02208 0.17553 0.50775
N -1.04487 -0.52707 -0.14438
O -0.95939 0.93708 -0.18254
H 1.29548 -0.05551 -0.85669
H 0.09052 0.09725 1.65495
H -0.78495 -1.00671 -0.95942

Okay, here come the Mulliken numbers, in e, for every atom: atom 1 (O): -0.46, atom 2 (C): 0.32, atom 3 (N): -0.39, atom 4 (O): -0.26, atom 5 (H): 0.28, atom 6 (H): 0.27, atom 7 (H): 0.24

In terms of stability, run w leads; the second structure lies 0.519 eV higher.

Run w
A molecular structure, C8H11NO, computed with ωB97M-V/def2-TZVPD.

Calculated values
Multiplicity ... 1
Lowest unoccupied orbital energy ... 0.796 eV
HOMO-LUMO gap ... 9.77 eV

Element x y z (Å)
C -1.90437 0.23064 -1.27508
C -1.53913 -0.21440 -0.09649
C 0.61899 -1.30558 0.18282
C -0.25438 -0.16497 0.59668
C 0.95772 0.70608 0.35860
C -2.38150 -1.13790 0.66166
C 1.31594 1.96756 0.32130
C 3.10765 -0.71223 -0.29130
N 1.69885 -0.51589 0.10474
O 0.46056 -2.43034 -0.16387
H -2.80166 -0.31359 -1.57243
H -0.37106 -0.24959 1.66209
H -1.99625 -2.14913 0.56760
H -3.34249 -1.23477 0.24167
H -2.49152 -0.92354 1.79210
H -1.17069 0.84486 -1.82080
H 2.45675 2.26605 0.26299
H 0.63810 2.82894 0.23167
H 3.86734 -0.23210 0.34464
H 3.39331 -1.82496 -0.41054
H 3.16990 -0.24358 -1.32036

Okay, here come the Mulliken numbers, in e, for every atom: atom 1 (C): -0.86, atom 2 (C): 0.67, atom 3 (C): 0.44, atom 4 (C): 0.24, atom 5 (C): -0.14, atom 6 (C): -1.39, atom 7 (C): -1.00, atom 8 (C): -0.88, atom 9 (N): 0.13, atom 10 (O): -0.64, atom 11 (H): 0.26, atom 12 (H): 0.39, atom 13 (H): 0.32, atom 14 (H): 0.45, atom 15 (H): 0.25, atom 16 (H): 0.32, atom 17 (H): 0.19, atom 18 (H): 0.30, atom 19 (H): 0.29, atom 20 (H): 0.31, atom 21 (H): 0.33

Run x
2 unconnected molecules or ions with the total composition C8H11NO, computed with ωB97M-V/def2-TZVPD.

Calculated values
SMILES ... N#CC1=CCCCC=C1.O
Multiplicity ... 1
Lowest unoccupied orbital energy ... -0.024 eV
HOMO-LUMO gap ... 9.14 eV

Element x y z (Å)
N 3.18435 0.16050 0.89438
C 2.11478 0.15404 0.43487
C 0.69618 0.17763 0.12920
C 0.13545 -1.01449 -0.18606
C -1.30950 -1.36999 -0.30913
C -2.32756 -0.50471 0.42597
C -2.43207 0.93867 -0.06117
C -1.25890 1.81462 0.26337
C 0.04509 1.48940 0.33527
H 0.82420 -1.85173 -0.32448
H -1.54680 -1.39532 -1.38796
H -1.41761 -2.41325 0.02411
H -3.31190 -0.98020 0.31022
H -2.10524 -0.50799 1.50403
H -2.60723 0.95202 -1.15130
H -3.32778 1.39949 0.37901
H -1.49907 2.85574 0.49664
H 0.73879 2.30395 0.55606
O 5.37640 -0.92003 -1.02681
H 5.28009 -1.06743 -0.05363
H 4.74833 -0.22093 -1.25258

Okay, here come the Mulliken numbers, in e, for every atom: atom 1 (N): -0.51, atom 2 (C): -0.23, atom 3 (C): 0.92, atom 4 (C): -0.35, atom 5 (C): -0.63, atom 6 (C): -0.74, atom 7 (C): -0.67, atom 8 (C): -0.44, atom 9 (C): -0.36, atom 10 (H): 0.37, atom 11 (H): 0.32, atom 12 (H): 0.38, atom 13 (H): 0.34, atom 14 (H): 0.31, atom 15 (H): 0.30, atom 16 (H): 0.35, atom 17 (H): 0.34, atom 18 (H): 0.32, atom 19 (O): -0.67, atom 20 (H): 0.35, atom 21 (H): 0.31

In terms of stability, run x leads; the second structure lies 1.388 eV higher.

Run w
A molecular structure, C8H11NO, computed with ωB97M-V/def2-TZVPD.

Calculated values
Multiplicity ... 1
Lowest unoccupied orbital energy ... 0.464 eV
HOMO-LUMO gap ... 9.81 eV

Element x y z (Å)
C 0.19469 0.84573 2.74760
C -0.92153 0.24605 3.19459
C -1.88124 -0.32376 2.44942
C -1.69364 -0.61289 1.12186
C -0.37774 -0.16588 0.66414
C 0.51794 0.53348 1.40170
C 0.62347 -0.43816 -2.85504
C 0.71922 0.94422 -2.24243
H 0.72468 1.45822 3.37460
H -1.31404 0.14063 4.14572
H -2.81373 -0.87283 2.83563
H -2.65326 -0.77426 0.50211
H -0.18557 -0.26960 -0.37197
H 1.30248 1.10110 0.97474
H 1.54678 -2.09542 -3.58649
H 2.52688 -1.49554 -1.93076
H 0.91916 1.71335 -3.20194
H 1.57646 1.09510 -1.51048
H -0.15982 1.04675 -1.50994
N 1.50447 -1.38993 -2.43839
O -0.15565 -0.68634 -3.76467

Okay, here come the Mulliken numbers, in e, for every atom: atom 1 (C): -0.56, atom 2 (C): -0.52, atom 3 (C): -0.21, atom 4 (C): -0.49, atom 5 (C): -0.01, atom 6 (C): -0.31, atom 7 (C): 0.61, atom 8 (C): -0.78, atom 9 (H): 0.47, atom 10 (H): 0.37, atom 11 (H): 0.24, atom 12 (H): 0.28, atom 13 (H): 0.38, atom 14 (H): 0.24, atom 15 (H): 0.32, atom 16 (H): 0.29, atom 17 (H): 0.27, atom 18 (H): 0.24, atom 19 (H): 0.32, atom 20 (N): -0.55, atom 21 (O): -0.62

Run x
2 unconnected molecules or ions with the total composition C8H11NO, computed with ωB97M-V/def2-TZVPD.

Calculated values
SMILES ... c1ccccc1.CC(N)=O
Multiplicity ... 1
Lowest unoccupied orbital energy ... 0.740 eV
HOMO-LUMO gap ... 9.89 eV

Element x y z (Å)
C 1.62090 -2.47229 0.63856
C 0.64530 -1.52309 0.85123
C -0.38432 -1.44124 -0.07113
C -0.49193 -2.36353 -1.15550
C 0.46475 -3.35609 -1.32624
C 1.56612 -3.37952 -0.43700
H 2.36712 -2.59849 1.38452
H 0.69564 -0.85337 1.69270
H -1.21655 -0.72997 0.04101
H -1.30197 -2.31415 -1.90281
H 0.37158 -4.07544 -2.06680
H 2.31975 -4.13567 -0.50445
C -0.96808 4.13208 -0.42842
C -0.21672 3.14734 0.50761
N -0.92279 2.01129 0.97682
O 0.93976 3.12863 0.83926
H -0.45971 5.13928 -0.15788
H -2.02881 4.33984 -0.16028
H -0.73524 3.99824 -1.54337
H -0.38939 1.57210 1.96036
H -1.87540 1.77403 0.86180

Okay, here come the Mulliken numbers, in e, for every atom: atom 1 (C): -0.35, atom 2 (C): -0.35, atom 3 (C): 0.07, atom 4 (C): -0.50, atom 5 (C): -0.35, atom 6 (C): -0.48, atom 7 (H): 0.35, atom 8 (H): 0.28, atom 9 (H): 0.21, atom 10 (H): 0.31, atom 11 (H): 0.45, atom 12 (H): 0.36, atom 13 (C): -0.84, atom 14 (C): 0.61, atom 15 (N): -0.44, atom 16 (O): -0.59, atom 17 (H): 0.25, atom 18 (H): 0.33, atom 19 (H): 0.24, atom 20 (H): 0.26, atom 21 (H): 0.18

In terms of stability, run x leads; the second structure lies 3.036 eV higher.